9
Properties=species:S:1:pos:R:3:lowdin_charge:R:1 method="wB97M-V/def2-TZVPD" de_lowest_ev=2.801 smiles="O=c1nc[nH][nH]1" homo_energy_ev=-9.472
C 0.884 0.194 -0.830 -0.20
O -0.395 1.385 2.053 0.09
H 1.971 0.065 -1.391 0.18
C -0.187 0.728 1.089 -0.62
N -0.328 -0.463 -0.885 -0.03
H -0.242 -1.601 -1.267 0.23
N 0.838 0.895 0.229 0.09
N -0.954 -0.201 0.404 0.09
H -1.588 -1.001 0.598 0.16

---

56
Properties=species:S:1:pos:R:3:lowdin_charge:R:1 method="wB97M-V/def2-TZVPD" total_charge=-1 de_lowest_ev=6.507 homo_energy_ev=-7.817
O 1.693 -4.784 -0.305 -0.08
H -2.798 0.899 -0.684 0.03
H 1.305 -0.495 -0.384 0.06
H -3.586 0.301 -3.115 -0.12
O -1.097 -4.508 1.862 0.05
H 1.582 0.756 0.979 0.03
H 2.726 0.593 0.016 -0.10
O -0.005 0.283 -1.999 -0.18
O -3.244 -0.411 -3.392 0.04
H -3.256 2.303 -1.348 0.01
H 4.627 0.216 -0.492 -0.04
H -3.055 -1.342 1.214 0.11
H -0.457 1.169 -2.200 0.06
H 1.526 -4.080 0.354 0.02
H 1.046 3.034 -2.991 0.13
H -0.720 0.725 3.668 0.07
H 0.894 5.001 0.640 -0.02
H -1.365 3.349 -0.069 -0.01
O 0.834 3.640 -2.141 -0.11
O 0.358 -3.044 -1.800 -0.06
O -1.623 -0.607 -0.571 -0.20
H -0.215 -1.010 -0.049 0.03
H 0.153 1.695 1.640 0.09
O 5.104 -0.544 -0.318 -0.04
H -3.868 -2.087 2.274 0.00
O 1.597 4.542 1.020 -0.05
H 3.078 -2.531 0.907 -0.06
O -1.454 3.574 -0.968 -0.05
H 2.342 -4.643 -1.024 0.08
H -0.410 -2.885 -1.294 -0.01
H 2.159 4.085 0.339 0.06
O 2.409 1.177 0.618 -0.04
H 4.462 -0.780 0.415 0.06
H 0.743 -3.774 -1.232 -0.01
H -0.836 -0.110 -1.403 -0.07
O -0.272 -0.083 3.228 -0.06
H -1.546 2.482 3.197 0.02
H -0.835 -3.771 2.347 0.02
H 1.780 -1.854 1.173 0.07
H -0.899 1.185 0.453 0.03
H -0.843 4.331 -0.878 0.05
H -2.160 -1.248 -0.738 -0.08
H -2.719 -0.806 -2.721 0.00
H 1.737 0.662 -1.538 0.00
O 0.730 -0.898 0.381 -0.16
O 2.358 -2.723 1.387 -0.07
H -0.579 -4.996 1.379 -0.07
O -3.411 1.359 -1.329 -0.07
H -2.283 1.763 2.170 -0.03
H 0.360 3.029 -1.588 -0.04
H -0.653 -0.280 2.434 -0.06
O -0.697 1.863 1.117 -0.08
H 2.448 -0.577 -2.193 0.06
O 2.572 0.220 -1.709 -0.06
O -3.527 -1.199 2.194 -0.11
O -2.209 1.837 3.064 -0.02

---

35
Properties=species:S:1:pos:R:3:lowdin_charge:R:1 method="wB97M-V/def2-TZVPD" total_charge=-1 homo_energy_ev=-4.758
O -0.570 0.333 1.282 -0.24
H 5.063 1.280 1.194 0.08
O 3.045 1.630 0.809 -0.04
C -0.925 2.176 -0.128 -0.34
H -2.000 1.744 1.753 0.11
O -5.565 0.488 -1.173 -0.37
C 0.158 -1.812 -0.863 -0.18
H -0.224 -1.781 -1.891 0.07
O 0.869 -4.127 -1.268 -0.09
H -0.083 -4.059 -1.407 0.07
C 1.280 -2.824 -0.766 -0.50
C 4.403 2.030 0.752 -0.11
H -0.217 2.787 0.460 0.12
P -2.819 0.117 0.018 0.91
B 2.602 0.537 0.100 -0.52
H 4.730 2.207 -0.274 0.08
H -5.887 1.285 1.262 0.07
C 1.774 -3.010 0.682 -0.06
H -3.369 -0.543 1.139 -0.07
H -1.664 2.853 -0.573 0.09
Al 0.524 0.041 -0.159 0.26
H -4.102 2.444 -2.089 0.08
H 3.572 -1.130 -0.318 0.05
O -4.137 2.647 -1.142 -0.18
C -1.571 1.229 0.888 -0.62
H 4.495 2.958 1.319 0.08
H 1.497 -4.005 1.029 0.07
O -0.265 1.395 -1.077 -0.22
H 2.111 -2.535 -1.416 0.12
H 2.862 -2.930 0.771 0.07
H 1.329 -2.279 1.360 0.07
O -5.269 1.948 0.921 -0.19
O 3.620 -0.198 -0.556 0.04
P -4.598 1.297 -0.398 0.22
H -0.667 -2.192 -0.238 0.06

---

8
Properties=species:S:1:pos:R:3:lowdin_charge:R:1 method="wB97M-V/def2-TZVPD" de_lowest_ev=0.203 smiles=SS.SS homo_energy_ev=-9.089
S -0.515 1.200 -1.450 0.20
S 0.020 3.138 -0.788 0.21
H 0.819 -1.005 1.994 -0.20
H -0.545 3.955 -1.703 -0.21
H -1.579 1.042 -0.635 -0.20
S 0.961 -3.466 0.811 0.22
S 1.212 -1.365 0.754 0.20
H -0.372 -3.500 1.017 -0.21

---

24
Properties=species:S:1:pos:R:3:lowdin_charge:R:1 method="wB97M-V/def2-TZVPD" de_lowest_ev=0.532 smiles="CCOC(=O)[C@@]12C=C1CCOS2(=O)=O" homo_energy_ev=-9.903
H 0.652 -0.622 3.563 0.10
H -0.149 0.309 2.285 0.16
O 0.046 0.409 -2.331 0.10
C -2.005 1.975 -2.124 -0.13
H -1.478 1.653 -3.068 0.08
H 2.032 1.042 2.367 0.14
H -2.686 0.051 -1.492 0.13
H -1.510 3.014 -1.850 0.12
O 0.176 -1.661 1.946 -0.20
S 0.173 -2.058 0.422 0.65
O -1.174 -2.309 0.075 -0.23
C -2.190 0.937 -1.081 -0.21
C 2.461 -0.774 -0.552 0.17
C 0.005 0.128 -1.139 -0.44
C 2.048 -0.232 0.561 -0.08
H -2.898 2.327 -2.740 0.09
C 0.649 -0.495 2.553 -0.22
O 1.064 -3.154 0.356 -0.24
C 0.978 -0.648 -0.359 -0.31
O -1.007 0.527 -0.343 -0.03
H -2.894 1.257 -0.186 0.16
H 2.739 -0.678 2.510 0.14
C 1.965 -0.017 2.064 -0.08
H 3.002 -0.982 -1.436 0.12

---

58
Properties=species:S:1:pos:R:3:lowdin_charge:R:1 method="wB97M-V/def2-TZVPD" total_charge=+1 de_lowest_ev=0.092 homo_energy_ev=-10.790
C -0.540 -2.836 -3.419 -0.04
O 1.769 0.108 2.300 -0.15
H -2.525 2.960 -2.310 0.12
O 3.794 1.045 2.135 0.12
N 1.373 -1.603 0.038 -0.03
N -1.132 -3.257 -4.719 -0.33
C -0.590 -1.647 -1.317 -0.11
H 1.223 -3.839 -3.950 0.14
C -1.244 0.991 3.252 -0.35
H 3.341 3.528 -2.051 0.13
H 2.981 -1.716 1.296 0.13
Cl -2.048 1.238 7.732 0.70
N 0.981 1.314 0.036 0.02
C -3.237 -1.057 -1.457 0.01
C 1.305 2.866 -1.768 -0.14
O -0.226 -1.739 2.484 -0.11
C 1.422 -2.862 -2.010 -0.11
H -2.450 3.111 5.635 0.12
C 0.747 3.609 -2.836 -0.01
C 0.777 -2.024 -1.110 -0.12
C 0.730 -3.233 -3.203 0.09
C -2.666 -1.727 -2.507 0.05
C -0.560 -1.390 3.635 -0.13
C -2.459 -0.677 -0.362 -0.08
C 0.451 2.078 -0.967 -0.17
N -1.169 -0.941 -0.308 -0.03
C 2.677 2.937 -1.433 0.04
C 2.570 -2.066 0.357 -0.03
H -4.289 -0.813 -1.466 0.13
C -1.805 2.142 3.859 -0.57
H -1.024 4.186 -3.861 0.11
C 2.245 1.491 0.400 -0.15
H 1.408 4.198 -3.459 0.12
H -0.549 -2.193 4.378 0.15
O -1.042 1.003 1.967 -0.23
H -1.039 -0.886 6.127 0.12
C -1.747 1.113 6.035 -0.66
H -1.589 1.656 -0.439 0.08
H 4.248 -3.284 -0.188 0.13
C -0.986 -0.116 4.105 -0.12
C -1.245 -0.032 5.495 -0.05
O -2.189 -2.760 -5.044 0.10
C 3.271 -2.936 -0.488 0.01
O -0.474 -3.998 -5.410 0.11
H -3.260 -2.012 -3.358 0.11
C 2.715 -3.313 -1.681 0.04
C 2.684 0.840 1.714 -0.57
C -0.945 2.133 -1.164 -0.01
H -2.873 -0.143 0.484 0.13
Cl -2.177 3.493 2.850 0.74
C -1.453 2.888 -2.183 -0.04
C -2.039 2.208 5.207 -0.09
H 4.147 2.383 0.052 0.13
Ir 0.222 -0.302 1.082 1.47
C -0.601 3.608 -3.051 -0.05
C -1.292 -2.060 -2.456 -0.04
H 3.247 -3.963 -2.364 0.14
C 3.134 2.302 -0.313 0.03

---

18
Properties=species:S:1:pos:R:3:lowdin_charge:R:1 method="wB97M-V/def2-TZVPD" total_charge=+1 de_lowest_ev=0.045 multiplicity=2 homo_energy_ev="-12.977 / -12.974"
C 0.895 1.121 0.041 -0.35
H 0.558 -2.902 -0.278 0.06
O 0.740 -2.045 -0.673 -0.07
H 0.308 0.611 2.112 0.10
O -1.277 -1.306 -2.483 -0.04
C -0.058 0.615 1.084 -0.45
H -0.022 -1.761 -1.224 0.00
S -1.487 1.767 1.107 0.70
H -2.063 0.857 3.481 -0.10
N 2.154 0.393 0.244 0.02
H 0.524 0.875 -0.975 0.11
H 2.879 0.941 -0.197 0.08
H -0.859 -0.839 -3.220 0.07
H 2.105 -0.524 -0.187 0.05
S -2.863 0.979 2.387 0.57
H -0.643 -0.269 0.851 0.07
H -1.951 -0.714 -2.123 0.06
H 1.059 2.200 0.053 0.12

---

50
Properties=species:S:1:pos:R:3:lowdin_charge:R:1 method="wB97M-V/def2-TZVPD" total_charge=+1 de_lowest_ev=0.000 homo_energy_ev=-9.455
H -3.929 -5.119 0.581 0.09
C -3.369 -2.912 1.389 -0.08
C -3.079 -4.314 0.586 -0.07
H -1.952 4.443 -0.177 0.13
H -1.466 -5.576 -0.732 0.10
H -4.934 3.486 -3.025 0.18
N 0.251 -0.785 0.563 -0.03
H -1.492 6.217 -2.251 0.09
C 7.088 -3.483 0.769 -0.25
H -5.420 0.907 -1.818 0.11
H 7.070 -1.233 1.546 0.13
H 6.754 -3.322 -0.356 0.12
C -2.390 6.629 -1.780 -0.07
C 4.851 -1.969 1.369 -0.12
C -2.195 -1.726 1.372 -0.48
H -0.003 -0.005 1.208 0.08
N -3.449 4.353 -1.707 -0.04
C 2.599 -0.330 1.818 -0.02
C -3.604 5.768 -2.074 -0.17
O 8.563 -3.411 0.942 -0.14
H -4.199 0.730 -3.114 0.11
S 1.206 -3.596 -1.052 0.80
H 4.415 -3.871 -0.167 0.09
C -2.817 2.456 -0.755 0.02
C -0.486 -3.380 -0.190 -0.37
C 1.673 -1.254 0.777 -0.16
H -1.933 -0.324 3.567 -0.09
H -4.481 6.152 -1.542 0.14
C -0.753 -1.917 0.574 -0.15
H 6.544 -2.558 2.794 0.13
C -4.352 0.908 -2.046 0.03
C 2.362 -2.583 0.071 -0.39
C -2.607 3.807 -0.747 0.02
H -3.856 0.119 -1.472 0.10
H -4.394 -2.710 1.966 0.10
C -1.646 -4.556 -0.177 -0.05
H -2.208 6.701 -0.704 0.08
C 3.936 -2.940 0.361 -0.01
H 2.085 0.602 2.348 0.09
H -2.395 1.635 -0.201 0.11
S -2.657 -0.152 2.344 0.58
H 4.860 -0.006 2.843 0.10
C 4.175 -0.649 2.140 -0.02
H 8.871 -2.533 0.546 0.11
C 6.452 -2.246 1.664 -0.18
N -3.795 2.209 -1.700 -0.09
H 6.643 -4.481 1.219 0.14
H -2.543 7.644 -2.160 0.09
H -3.818 5.806 -3.149 0.13
C -4.175 3.367 -2.261 0.00

---

| no. | DFT total energy (eV) |
| --- | --- |
| 1 | -8637.6932 |
| 2 | -39501.7744 |
| 3 | -48736.7087 |
| 4 | -43405.4009 |
| 5 | -29526.1107 |
| 6 | -76457.0693 |
| 7 | -29499.4818 |
| 8 | -49294.7132 |